No. 1
DFT (ωB97M-V with the def2-TZVPD basis set) results for C24H60BF4N4Na3O12P as an isolated structure at a distorted geometry.

Element x y z (Å)
H: -3.266832 0.122377 4.891755
H: 3.385270 -2.489440 -0.625225
C: 5.182298 2.449993 -4.734923
H: 0.545395 4.084480 0.010272
O: 4.988672 3.098895 -3.484651
H: 3.918766 -3.218226 2.283502
H: 0.524357 3.875915 6.600427
H: 1.774620 -4.765782 3.827774
Na: -0.759114 -3.760266 -3.114201
H: 0.465793 1.750763 -3.488421
O: 3.099046 -3.276948 4.349491
O: 0.372728 0.321152 -5.028796
H: 2.911672 -3.223895 6.417276
H: -0.340588 5.518661 0.571699
H: -1.460915 0.441935 1.719961
C: -0.366956 4.146096 6.037367
H: -1.448134 -0.673117 3.158517
C: -0.331698 4.721494 -0.172063
C: -6.793278 2.050949 -3.055291
H: -5.001117 -0.210300 4.914488
H: -3.707047 2.905635 -1.205148
C: 0.406093 1.643900 -4.579631
O: -3.951946 -1.054216 3.325012
H: -1.425939 3.190894 -1.932056
H: -2.259864 4.097035 4.369303
H: -0.296464 5.198044 5.741147
C: 1.774543 -3.690766 4.057223
H: 5.941504 3.490150 -1.738721
C: 6.186783 3.234008 -2.771740
H: 1.357610 2.337726 -6.351952
H: -6.361322 2.048965 -4.062977
H: 3.682341 3.717200 -5.486624
H: -5.928056 -0.260892 -2.398540
N: -3.013108 0.931212 -1.254684
H: -0.859309 2.162477 -0.489155
C: 1.534291 2.388420 -5.274431
H: -2.150112 0.427045 -1.115975
H: 6.040326 2.906041 -5.248196
C: -5.182155 0.550397 -2.325303
H: 1.250534 -1.839812 3.200830
H: -7.628572 1.326146 -3.088295
F: -1.829264 -2.043154 -1.240232
H: -4.587595 0.583184 -3.243895
C: -1.317034 3.752191 3.924508
C: 3.859149 -3.080680 0.156246
H: 3.506210 -4.788658 5.707666
H: 4.092749 2.316629 -6.585660
C: -1.660170 2.631169 2.926044
C: 1.204434 -2.904580 2.940229
H: 0.175157 -3.229391 2.797329
H: -3.935816 0.771193 2.259414
H: 2.971009 1.903122 -3.958185
H: 6.838602 4.002919 -3.196553
O: -0.432684 -6.358395 -0.146383
O: 0.733599 -5.089902 -1.987227
H: 4.505657 -3.269469 5.807433
O: -0.269866 -7.353573 -2.531944
C: -2.964857 2.268916 -0.713115
C: -4.019001 -0.636443 4.668291
H: 4.620911 -5.164521 1.540696
H: -3.225174 2.310121 0.357669
H: -2.646187 2.895761 2.526912
F: -1.072358 -1.803478 0.920398
H: -1.248883 4.011454 6.673571
F: -0.209844 -0.467000 -0.746863
H: -3.375931 -0.697957 1.473489
H: -0.766436 -1.385304 -4.851159
C: 3.284832 -2.739992 1.543249
O: -1.848583 -5.493694 -2.142101
H: -0.863468 4.581575 3.367950
H: -0.517577 2.167925 -4.883045
C: 3.929862 2.647222 -5.561301
H: 1.128464 -3.521116 4.929671
H: -7.254613 3.010543 -2.820571
C: 4.653468 -5.306127 0.457032
H: 1.427490 -2.432353 1.021138
H: -1.627968 0.052219 -4.484569
H: 5.674735 -5.193632 0.069797
O: 3.769160 -4.438615 -0.213219
Na: -1.852491 -4.634615 0.176512
C: -0.623705 -0.409282 -4.386599
C: -4.255477 0.201089 -1.172943
H: 5.390117 1.386209 -4.572233
C: -1.881712 0.218675 2.705444
C: -1.596738 2.856287 -0.907799
H: -3.855725 -1.495571 5.321674
O: -5.873830 1.753309 -2.056062
B: -0.700549 -1.757562 -0.451430
P: -0.463618 -6.097628 -1.706242
H: 4.363890 -6.324873 0.195622
O: -0.418576 3.290010 4.911308
H: 3.379064 -1.646333 1.622974
C: 3.518789 -3.701010 5.631853
H: 4.923980 -2.798566 0.215385
H: 1.476441 3.454858 -4.986618
Na: 1.576891 -5.263444 0.313806
H: -0.182009 5.181913 -1.162296
N: -1.694061 1.359799 3.572505
F: 0.273748 -2.704674 -0.684655
C: -3.346622 -0.148078 2.414620
N: 2.839960 1.850939 -4.964740
H: -0.547144 -0.484658 -3.293652
H: 6.717380 2.274146 -2.694934
H: -4.051131 -0.861587 -1.054558
N: 1.859861 -3.124928 1.623750
O: -1.557791 4.049162 -0.087715
H: -1.175688 1.252105 4.422690
H: -4.789153 0.433856 -0.230601
H: -0.966437 2.708031 2.073165

Forces on the atoms, in the same order (eV/Å):
-0.034 -0.067 0.033
-0.148 -0.188 -0.094
0.143 0.301 -0.199
-0.195 -0.165 0.110
-0.103 -0.054 -0.192
-0.359 0.065 0.236
-0.011 0.021 0.056
-0.072 -0.016 0.028
0.205 -0.502 0.561
0.178 -0.366 0.059
-0.015 0.048 0.465
0.195 -0.261 0.246
-0.297 -0.427 -0.109
-0.008 -0.013 0.004
0.419 -0.281 0.087
0.074 -0.229 -0.218
0.385 0.053 -0.276
0.165 0.268 -0.251
-0.954 -0.122 -0.238
-0.004 -0.011 -0.129
0.024 -0.082 -0.054
-0.075 0.917 -0.571
0.058 -0.012 0.101
0.274 -0.545 -0.205
0.175 0.041 0.284
0.017 0.001 -0.006
0.249 -0.487 0.543
-0.083 0.253 -0.149
0.011 -0.427 0.697
0.100 -0.054 -0.036
0.179 0.228 0.074
0.115 0.039 -0.466
0.048 0.092 -0.252
0.415 0.318 -0.408
0.297 -0.068 -0.575
-0.112 0.031 0.153
-0.253 -0.330 0.225
-0.011 -0.069 -0.006
-0.318 -1.254 0.577
-0.250 0.007 0.107
0.245 -0.073 0.116
-0.163 -0.044 -0.198
-0.162 0.239 -0.115
-0.406 -0.293 -0.425
0.543 0.313 0.589
0.096 -0.055 0.205
0.001 0.224 -0.139
0.390 0.780 0.469
0.515 0.305 -1.245
-0.171 0.303 0.134
-0.082 -0.096 0.306
-0.097 -0.111 -0.012
0.056 -0.051 -0.087
-0.235 0.962 0.686
-0.982 0.389 0.372
0.190 -0.442 -0.259
0.189 -0.153 0.517
-0.726 -0.112 -0.116
0.012 0.332 0.222
0.134 -0.091 0.027
0.171 -0.065 0.047
0.046 -0.070 -0.167
-0.062 -0.355 -0.238
-0.033 0.057 -0.038
-0.194 -0.033 -0.017
0.093 0.076 -0.047
0.571 -0.076 -0.023
-0.092 -0.039 -0.840
0.093 1.775 1.149
-0.112 0.112 0.108
-0.079 -0.151 0.155
-0.500 -0.496 1.028
0.082 -0.123 0.072
0.240 0.113 -0.132
0.189 -0.075 -0.371
-0.440 -0.539 -0.350
0.272 0.239 -0.291
0.031 0.234 0.264
-0.461 -0.158 0.045
0.104 -0.341 -0.736
-1.826 -0.004 0.411
0.127 0.669 0.832
0.003 -0.015 -0.048
-0.773 0.025 0.225
-0.137 1.132 1.250
-0.016 -0.070 -0.096
0.551 0.092 -0.014
0.120 0.529 0.395
1.321 -2.097 -1.737
-0.160 0.024 0.146
0.039 0.206 0.174
0.255 -0.075 0.329
-0.035 0.933 -0.025
-0.087 0.090 -0.246
-0.191 -0.046 -0.061
-0.712 -0.062 -1.115
-0.082 -0.057 0.056
-0.753 -0.117 -0.026
0.121 0.014 -0.103
0.069 -0.014 -0.353
0.583 0.203 -0.032
0.691 -0.151 -0.094
0.105 0.108 -0.271
0.053 -0.097 -0.673
0.521 0.200 0.680
0.074 -0.360 -0.138
0.403 0.093 -0.218
-0.024 0.189 -0.184
0.073 -0.404 0.057

Computed properties:
ΔE to the lowest compared entry with this formula, charge and spin, kcal per mole: 55.6
E, eV: -90486.213
Net charge: -1
Largest force on an atom, hartree/bohr: 0.0589
LUMO, eV: 1.6
Gap between HOMO and LUMO, eV: 4.60


No. 2
DFT (ωB97M-V with the def2-TZVPD basis set) results for C24H60BeF2N4O8Pb as an isolated structure at a distorted geometry.

Element x y z (Å)
H: -3.316717 2.026396 -0.247396
C: 2.237143 2.772920 2.415907
H: 1.811632 1.112823 -4.864257
H: -3.130217 3.921847 -1.572616
C: 4.139293 -5.443094 1.704119
C: 2.538608 2.871741 -3.824999
C: -2.787833 -5.178879 1.329948
O: 1.852246 5.089485 -0.515172
F: 0.898745 0.088023 -0.736197
C: 5.128209 0.884884 1.619151
H: 1.114543 -1.131393 0.779468
C: -0.449965 0.720835 -3.792080
H: 4.729286 -4.915921 2.469430
C: -1.432205 4.677431 -3.228827
H: -2.155660 1.878856 2.099752
C: 1.352988 -3.064608 1.299223
H: -2.227321 -0.927808 0.135698
H: -1.963071 1.146891 -0.859185
C: 3.103733 4.896594 -2.538697
H: 0.119091 1.491958 3.173939
H: 3.512890 5.398697 -3.416627
C: 2.242495 -4.081325 1.969210
H: -2.940428 2.606654 -2.697018
C: 2.377004 5.852154 -1.594786
H: -1.583847 4.137725 -4.171780
H: -7.968661 -6.508678 2.645899
O: 3.291704 -4.456046 1.146940
H: 0.381357 -2.901216 1.775775
H: 3.827128 -0.165926 3.550829
C: -2.302699 2.166970 -0.648936
H: 2.493089 1.962477 3.111071
F: 3.298766 1.660761 -0.929785
H: -2.099874 -4.353201 -0.661059
O: 3.938855 0.102827 1.485289
C: -1.907471 -1.945148 -0.073087
C: -5.050304 -4.368130 0.584743
H: 1.540376 6.347496 -2.109811
H: 5.975540 0.195205 1.673441
H: -4.721842 -3.816911 -0.300967
H: 1.079962 -3.412714 0.301223
H: 2.520259 -3.820401 2.998491
H: -0.983619 -4.351318 0.650069
H: -6.942250 -4.180651 -0.416078
H: -4.617596 -6.045155 1.580326
H: -1.620916 3.642945 0.516458
H: 3.191319 3.168293 -4.661245
C: -2.469302 3.083789 -1.831008
H: 2.126259 3.664080 3.047674
H: 0.849981 2.418063 -5.247130
H: -2.857710 -4.811937 2.357730
N: -1.349649 2.680042 0.338855
C: -0.088339 2.268341 2.430461
C: -1.221447 1.833599 1.517864
H: 1.678588 4.603678 -3.746944
H: -6.351321 -5.788453 -0.401583
N: -4.157458 -5.501211 0.858782
C: -2.053165 -4.224934 0.425645
H: -2.319619 5.297544 -3.102851
Pb: 1.017570 2.683557 -1.062505
H: 5.091979 1.521496 2.502791
O: 1.069818 2.548907 1.679290
H: 1.572246 -0.144370 2.301714
H: 3.273231 2.201098 -3.371816
H: -1.147905 1.226534 -4.466210
H: -0.975417 0.375322 -2.906175
H: 4.154084 -1.637593 2.601190
H: -6.747804 -7.175725 1.588083
H: 1.849653 -1.608575 3.326464
H: -2.195754 -2.204416 -1.099042
C: -7.563677 -6.449108 1.634368
C: 1.612743 5.877350 0.648097
H: -0.825628 -2.032011 0.063188
O: -2.537605 -2.912569 0.745804
H: -8.385965 -6.753968 0.978723
C: -6.429393 -4.900461 0.232472
H: -5.049229 -3.653580 1.415117
O: -7.218811 -5.102493 1.390584
H: 1.186734 5.222689 1.407716
H: -0.484766 5.204579 -3.261075
C: 2.178458 -1.042459 2.456479
N: 2.017187 3.982357 -3.012665
Be: 3.190702 -0.704056 -0.626026
O: 0.531995 1.647652 -3.323635
O: -1.233957 3.682061 -2.220162
H: 5.291048 1.495483 0.734287
H: -1.254050 0.775980 1.249940
C: 1.412922 2.020849 -4.391660
H: 4.951834 -5.733713 1.038865
H: 3.898841 4.448355 -1.942740
H: 3.659607 -6.336729 2.099035
H: 2.560513 6.267400 1.020025
H: 0.868966 6.650686 0.445497
N: 1.893951 -1.679611 1.143981
H: 0.027039 -0.087955 -4.346951
H: 3.144582 2.920318 1.832669
H: 1.482695 -4.870386 2.105767
H: -2.345495 -6.174563 1.261161
H: 2.989724 6.690082 -1.250906
H: -0.440929 3.157003 2.969066
C: 3.627635 -0.672352 2.605906

Forces on the atoms, in the same order (eV/Å):
0.055 0.062 0.192
0.581 0.503 1.592
0.367 -0.066 0.407
-0.128 -0.165 0.233
1.471 0.818 0.851
0.691 -1.000 -1.375
-1.765 -1.227 -1.016
0.307 0.188 0.108
1.557 -0.452 -0.077
0.825 -0.442 -0.267
0.263 0.016 -0.691
-0.092 0.471 0.255
-0.341 -0.477 0.563
0.457 -1.280 -0.558
0.151 0.245 0.283
0.276 0.959 -0.921
-0.241 -0.138 0.342
0.071 0.155 -0.584
-0.701 0.469 0.897
-0.056 -0.003 0.025
0.307 0.206 0.263
-1.755 -0.380 0.404
0.068 -0.331 0.144
-0.208 0.657 -0.637
0.103 0.234 -0.152
0.081 0.161 0.027
0.000 -0.097 -0.843
0.209 -0.532 0.599
-0.014 0.219 -0.105
-0.137 -0.895 0.497
-0.396 -0.209 -0.105
0.100 -2.218 -0.049
-0.606 -0.534 0.059
0.183 0.598 -1.593
-0.232 -1.049 -0.209
0.211 -0.350 -0.440
-0.023 -0.144 -0.079
0.094 0.155 0.316
0.338 -0.119 0.056
0.296 -0.135 -0.033
0.404 0.256 -0.131
0.045 0.423 0.165
-0.055 0.198 0.265
0.160 -0.158 -0.005
0.211 -0.053 0.632
-0.521 0.657 -0.177
0.042 0.893 -0.365
-0.052 0.009 -0.041
-0.150 0.784 0.439
0.673 0.218 0.007
-0.086 0.173 -0.893
-0.427 -0.026 0.189
-1.295 0.155 0.501
-1.115 -0.269 0.277
0.175 -0.239 0.331
-0.009 0.569 -0.280
0.060 0.625 0.676
0.207 0.208 0.537
-0.030 -1.041 0.610
-0.106 -0.101 0.062
0.358 -0.305 -0.917
0.245 0.328 1.054
-0.546 0.214 1.228
-0.014 0.017 0.025
-0.001 -0.281 -0.112
0.530 0.289 0.020
0.202 0.226 -0.293
-0.216 -0.202 -0.216
0.419 0.399 -0.256
-0.906 -0.103 0.436
-0.243 -0.324 0.193
0.083 0.292 -0.349
0.662 0.359 0.230
0.213 -0.178 -0.196
-0.337 0.696 -0.148
-0.442 0.060 -0.012
0.488 -0.435 0.025
0.066 -0.108 -0.071
-0.269 0.484 -0.141
-0.495 1.127 -0.759
1.823 0.184 -1.230
-3.086 3.128 3.300
0.408 -0.197 -1.061
-0.420 0.193 0.397
-0.508 -0.001 -0.070
0.873 0.074 -0.483
-0.101 -0.566 -0.180
-0.624 -0.013 -0.725
-0.090 -0.610 -0.346
-0.349 0.151 -0.037
-0.122 0.288 -0.005
0.255 0.221 -0.044
0.772 -0.374 -0.765
-0.029 -0.177 0.213
-0.495 -0.020 -0.757
0.534 -0.554 0.078
0.666 0.250 0.486
0.333 -0.340 0.202
0.342 0.109 0.062
-0.474 -1.459 0.044

Computed properties:
ΔE to the lowest compared entry with this formula, charge and spin, kcal per mole: 69.0
E, eV: -59265.992
Net charge: +2
Largest force on an atom, hartree/bohr: 0.1069
LUMO, eV: -8.2
Gap between HOMO and LUMO, eV: 3.61